{"formula": "C5H7N3O", "method": "ωB97M-V/def2-TZVPD", "homo_ev": [-7.90, -7.73], "orbital_gap_ev": [7.040, 6.874], "e_lumo_ev": [-0.86, -0.85], "largest_force_ha_per_bohr": 0.056, "de_lowest_kj_mol": 484.07, "elements": ["O", "N", "N", "N", "C", "C", "C", "C", "C", "H", "H", "H", "H", "H", "H", "H"], "coordinates": [[3.0119, 0.6397, -0.4994], [-0.4752, 1.8489, -0.3185], [1.6370, -1.5203, -0.0725], [1.2636, 0.9133, 1.0457], [-0.4846, -0.6003, -0.0864], [-1.9474, -0.8010, 0.1139], [1.8400, 0.3525, 0.0543], [0.3791, -1.7374, -0.1773], [0.1830, 0.6627, 0.0440], [3.4900, 1.2567, 0.0758], [-2.3422, -1.5079, -0.6200], [-2.1341, -1.2319, 1.1036], [-0.0403, -2.7321, -0.3674], [-0.4951, 2.5588, 0.4000], [-2.5051, 0.1311, 0.0570], [-1.3805, 1.7672, -0.7528]]}

=====

{"formula": "C12H24Br8O2S", "method": "ωB97M-V/def2-TZVPD", "homo_ev": -9.67, "orbital_gap_ev": 9.813, "smiles": "O=S1(=O)CCCC1.BrCCBr.BrCCBr.BrCCBr.BrCCBr", "e_lumo_ev": 0.14, "largest_force_ha_per_bohr": 0.048, "de_lowest_kj_mol": 42.29, "elements": ["Br", "Br", "Br", "Br", "Br", "Br", "Br", "Br", "S", "O", "O", "C", "C", "C", "C", "C", "C", "C", "C", "C", "C", "C", "C", "H", "H", "H", "H", "H", "H", "H", "H", "H", "H", "H", "H", "H", "H", "H", "H", "H", "H", "H", "H", "H", "H", "H", "H"], "coordinates": [[20.6250, 11.5668, 6.2632], [17.2288, 11.1115, 7.3289], [10.7284, 5.4166, 8.2883], [14.8841, 15.2520, 14.1418], [12.9019, 12.5221, 12.8669], [14.4770, 9.7192, 9.4354], [11.1250, 10.7150, 9.0531], [13.8661, 5.7701, 10.2711], [10.1524, 9.0866, 13.4402], [11.0043, 8.3440, 12.5893], [10.5608, 9.1492, 14.8104], [12.3569, 6.9988, 10.0511], [12.6318, 11.8704, 9.0552], [18.0648, 10.3803, 5.7835], [19.5193, 10.0239, 6.0358], [7.9610, 9.2049, 11.9902], [12.7243, 14.4402, 12.4207], [8.2935, 10.6863, 12.3354], [13.0022, 15.3621, 13.5528], [9.7737, 10.6969, 12.6978], [11.0212, 6.3294, 9.9723], [8.5356, 8.4120, 13.1912], [13.8183, 11.1633, 8.3886], [12.5912, 7.4874, 9.0985], [19.8944, 9.5696, 5.1095], [12.3711, 15.2808, 14.4256], [12.9503, 16.4052, 13.2146], [6.9020, 8.9818, 11.9298], [10.3099, 10.8343, 11.7320], [17.5259, 9.4456, 5.5986], [12.8980, 12.0760, 10.0725], [8.5615, 7.3483, 12.9746], [12.3106, 12.7746, 8.4950], [10.1223, 11.4543, 13.3739], [13.3822, 14.6152, 11.5647], [10.8751, 5.6587, 10.8173], [12.3704, 7.6619, 10.8906], [7.5740, 11.0057, 13.0827], [14.6148, 11.8758, 8.1622], [7.9853, 8.6027, 14.1146], [10.2270, 7.0845, 10.0061], [13.3912, 10.8613, 7.4287], [18.0056, 11.0715, 4.9496], [19.6827, 9.3266, 6.8411], [8.5233, 8.8598, 11.1121], [11.6875, 14.6562, 12.1581], [8.2590, 11.3042, 11.4317]]}

=====

{"formula": "C42H40BrNO5P", "method": "ωB97M-V/def2-TZVPD", "homo_ev": -11.18, "orbital_gap_ev": 7.036, "e_lumo_ev": -4.15, "largest_force_ha_per_bohr": 0.058, "charge": 1, "elements": ["Br", "P", "O", "O", "O", "O", "O", "N", "C", "C", "C", "C", "C", "C", "C", "C", "C", "C", "C", "C", "C", "C", "C", "C", "C", "C", "C", "C", "C", "C", "C", "C", "C", "C", "C", "C", "C", "C", "C", "C", "C", "C", "C", "C", "C", "C", "C", "C", "C", "C", "H", "H", "H", "H", "H", "H", "H", "H", "H", "H", "H", "H", "H", "H", "H", "H", "H", "H", "H", "H", "H", "H", "H", "H", "H", "H", "H", "H", "H", "H", "H", "H", "H", "H", "H", "H", "H", "H", "H", "H"], "coordinates": [[1.9162, 1.1668, 0.3899], [1.4448, -0.7152, -0.7582], [5.7047, 6.5492, 4.6242], [0.3450, -1.4953, 0.1820], [6.8641, 4.5970, -0.2135], [-4.7588, -5.1969, 5.4455], [-2.2726, -8.0790, 1.6953], [-0.0886, 1.5054, -3.6995], [-0.1882, -2.1454, -3.8446], [-0.3247, -3.7759, -1.7374], [-2.5591, 2.9920, -2.9567], [-4.8726, -10.0560, 4.3066], [6.6143, 5.0184, 0.8975], [0.2566, 1.3489, -2.4906], [-3.1844, -3.8127, 3.5990], [-4.8055, -0.2732, -3.3864], [-2.6772, -5.9483, 2.6033], [2.7604, 4.3746, 2.6130], [4.2959, 4.1326, 0.7758], [8.9274, 5.8763, 1.1810], [-3.7894, -8.0722, 3.4953], [-4.1442, 1.8757, -4.6687], [5.9816, 6.0820, 3.5403], [-4.0245, -9.4382, 3.4031], [3.7163, 5.0771, 3.3266], [8.3054, 6.9465, 3.6730], [9.8932, 6.5503, 1.9091], [-0.2014, -3.0470, -2.6889], [-0.3884, 2.7202, -4.4663], [-5.2558, -7.9505, 5.4068], [7.6451, 5.7320, 1.6959], [-3.7537, 0.4491, -4.2654], [-0.1392, 0.2608, -4.4725], [5.2632, 4.8224, 1.4943], [3.0491, 3.9104, 1.3329], [4.9678, 5.3086, 2.7681], [-2.3626, -3.1907, 2.6753], [-2.8628, -7.4250, 2.5299], [7.3365, 6.2595, 2.9529], [-5.4811, -9.3136, 5.3139], [0.5882, -0.8369, -3.6087], [-3.9721, 2.9237, -3.5611], [-4.4190, -7.3225, 4.4930], [-3.3410, -5.1933, 3.5698], [0.4298, -0.1320, -2.2367], [-1.4999, 3.6406, -3.8852], [-1.8427, -5.3216, 1.6870], [-4.2181, -5.8514, 4.5795], [-1.6856, -3.9469, 1.7225], [9.5802, 7.0915, 3.1521], [-1.0515, 4.5062, -3.4004], [3.4926, 5.4433, 4.3194], [10.8927, 6.6572, 1.5086], [-3.5477, -10.0168, 2.6237], [-2.3147, 1.9967, -2.5808], [-2.2457, -2.1142, 2.6974], [-2.7981, 0.3895, -3.7356], [1.6011, -0.8816, -4.0019], [-5.7332, -7.3732, 6.1868], [-2.0428, 4.0334, -4.7480], [-1.3201, -5.9121, 0.9450], [-0.6045, -0.4246, -1.9519], [2.2971, 3.3645, 0.7660], [-5.3230, 0.3900, -2.6956], [0.3732, 2.1669, -1.7905], [-3.4926, 2.1789, -5.5024], [-0.6448, -4.4034, -0.9466], [-5.4795, -0.8428, -4.0239], [-5.0599, -11.1189, 4.2292], [-3.7079, -3.2259, 4.3417], [-1.2241, -1.9414, -4.1216], [-0.5465, -1.1654, 0.0047], [-1.0371, -3.4585, 1.0074], [-4.6338, 2.6280, -2.7366], [10.3349, 7.6238, 3.7161], [-1.0712, 0.0206, -4.9780], [0.5391, 0.4749, -5.3108], [-5.1670, 1.8690, -5.0483], [-3.6111, -0.1281, -5.1857], [-6.1364, -9.8005, 6.0240], [9.1713, 5.4589, 0.2135], [4.5218, 3.7662, -0.2174], [-2.6428, 3.6308, -2.0737], [0.5358, 3.3054, -4.4912], [8.0641, 7.3635, 4.6412], [-4.3241, 3.9115, -3.8637], [0.2369, -2.7091, -4.6772], [-4.2656, -1.0108, -2.7838], [-0.5959, 2.4874, -5.5054], [1.7881, 4.1888, 3.0520]]}

=====

{"formula": "C4H6O2Tm", "method": "ωB97M-V/def2-TZVPD", "homo_ev": [-22.48, -21.55], "orbital_gap_ev": [9.044, 5.855], "spin_multiplicity": 3, "e_lumo_ev": [-13.43, -15.69], "largest_force_ha_per_bohr": 0.081, "charge": 3, "de_lowest_kj_mol": 0.00, "elements": ["Tm", "O", "O", "C", "C", "C", "C", "H", "H", "H", "H", "H", "H"], "coordinates": [[-1.0433, -3.1808, 3.5432], [-0.5408, -2.2319, 1.4498], [0.7399, 2.6152, -1.6061], [0.2382, -1.3626, 0.8224], [-0.4348, -0.4668, -0.1333], [0.6566, 1.5562, -0.8670], [-0.5062, 0.8741, -0.5492], [-1.4512, 1.2575, -0.9411], [-1.2777, -1.0235, -0.5696], [1.6263, 1.2206, -0.4895], [1.2465, -1.7294, 0.5639], [0.7209, -0.2164, 1.0364], [0.0257, 2.6878, -2.2597]]}

=====

{"formula": "C4H9NS", "method": "ωB97M-V/def2-TZVPD", "homo_ev": [-8.65, -6.78], "orbital_gap_ev": [8.534, 6.742], "e_lumo_ev": [-0.11, -0.03], "largest_force_ha_per_bohr": 0.020, "de_lowest_kj_mol": 569.15, "elements": ["S", "N", "C", "C", "C", "C", "H", "H", "H", "H", "H", "H", "H", "H", "H"], "coordinates": [[3.6197, -0.1390, 0.1324], [1.6614, -0.3421, -0.5310], [-0.1021, 1.6107, -0.7309], [0.3033, 1.4801, 0.7338], [-1.6549, -1.6738, -0.0427], [0.8062, 0.5560, -0.2667], [0.9829, 2.2078, 1.1563], [-1.8689, -1.2562, 0.9162], [3.3830, -1.1062, 1.0050], [-2.0238, -1.2064, -0.9283], [0.3173, 2.4211, -1.3112], [-1.1102, 1.3477, -1.0129], [-1.1863, -2.6322, -0.1072], [1.7656, -0.6151, -1.5043], [-0.4377, 1.1269, 1.4370]]}

=====

{"formula": "C9H13Cl3NO8P2V", "method": "ωB97M-V/def2-TZVPD", "homo_ev": [-9.34, -9.35], "orbital_gap_ev": [9.410, 9.276], "spin_multiplicity": 3, "e_lumo_ev": [0.07, -0.08], "largest_force_ha_per_bohr": 0.085, "de_lowest_kj_mol": 44.81, "elements": ["V", "Cl", "Cl", "Cl", "P", "P", "O", "O", "O", "O", "O", "O", "O", "O", "N", "C", "C", "C", "C", "C", "C", "C", "C", "C", "H", "H", "H", "H", "H", "H", "H", "H", "H", "H", "H", "H", "H"], "coordinates": [[7.5246, 8.7855, 6.2622], [4.1750, 4.9714, 5.9905], [6.1154, 5.2401, 8.1823], [3.4372, 6.5801, 8.2392], [5.1754, 10.9114, 5.2269], [6.5690, 11.4326, 7.9373], [7.0729, 12.8511, 7.5495], [7.5100, 10.4315, 7.3989], [5.7636, 8.2555, 7.6197], [6.3477, 9.9196, 5.1488], [3.8124, 10.5729, 4.8171], [5.9436, 11.2174, 9.2806], [5.8300, 12.1178, 4.3796], [6.3462, 7.1535, 5.8583], [4.1578, 10.4123, 7.5247], [9.1822, 8.3021, 4.5983], [9.5150, 7.8236, 6.8538], [9.5972, 9.4705, 5.2429], [9.1389, 7.2458, 5.6272], [4.8112, 6.0681, 7.2676], [4.2475, 12.8231, 7.0144], [9.7777, 9.1990, 6.6830], [5.5806, 7.2752, 6.8755], [5.0245, 11.4761, 6.9526], [3.3896, 10.2826, 6.9232], [3.8634, 10.5702, 8.4843], [9.7584, 10.4085, 4.7182], [10.0262, 9.9657, 7.3414], [6.3407, 11.7322, 3.5784], [7.9666, 12.9882, 7.8513], [8.9901, 6.1629, 5.5006], [4.5231, 13.5333, 6.2912], [9.3486, 7.2516, 7.7542], [3.2775, 12.5657, 6.5881], [4.0644, 13.1606, 8.0273], [8.7358, 8.2772, 3.6053], [4.7250, 9.4338, 7.6071]]}

=====

{"formula": "C16H30N3O14P", "method": "ωB97M-V/def2-TZVPD", "homo_ev": -9.64, "orbital_gap_ev": 9.858, "smiles": "O=C(O)[C@@]1(O)C[C@@H](O)[C@@H](O)[C@@H]([C@H](O)COP(=O)(O)O)O1.CNC(=O)[C@H](CCC(N)=O)NC(C)=O", "e_lumo_ev": 0.22, "largest_force_ha_per_bohr": 0.068, "elements": ["P", "O", "O", "O", "O", "O", "O", "O", "O", "O", "O", "O", "O", "O", "O", "N", "N", "N", "C", "C", "C", "C", "C", "C", "C", "C", "C", "C", "C", "C", "C", "C", "C", "C", "H", "H", "H", "H", "H", "H", "H", "H", "H", "H", "H", "H", "H", "H", "H", "H", "H", "H", "H", "H", "H", "H", "H", "H", "H", "H", "H", "H", "H", "H"], "coordinates": [[2.3600, 5.7955, 0.3600], [-0.2377, -1.2465, -0.5639], [-4.2874, -3.7547, -5.8157], [5.5727, -0.4880, 2.1212], [3.7377, -0.9729, 5.2825], [2.9042, 4.5035, -0.4743], [3.5396, 6.2681, 1.2882], [1.8364, -2.0885, 0.7495], [-3.6271, 0.5441, -3.7854], [1.0518, 5.5207, 1.1924], [1.1963, 0.5248, 1.8056], [3.9161, 0.9968, 2.6606], [2.2650, 3.0785, 2.3898], [2.0547, 6.9453, -0.5026], [5.8149, -0.1898, 4.8246], [-5.0439, 0.4778, -2.0888], [-3.9802, -2.2180, -4.2470], [-1.0643, -2.6787, 0.8583], [3.0992, 2.7735, 1.2635], [-1.2194, -1.8283, -0.1332], [2.4153, 3.2219, -0.0478], [-4.3636, -3.4317, -4.6417], [-4.9107, -4.4222, -3.6313], [-4.2191, -0.1289, -2.9502], [-2.6081, -1.6003, -0.7156], [3.3602, -1.3972, 2.4568], [-2.6565, -1.9864, -2.2021], [3.4704, 1.2745, 1.3133], [2.3217, 0.3120, 0.9359], [4.3865, -0.3444, 2.9114], [4.6978, -0.5109, 4.4371], [-5.8870, -0.1323, -1.0596], [-3.9938, -1.6548, -2.8903], [2.8552, -1.1293, 1.0436], [-0.1225, -2.7655, 1.2225], [-1.8400, -3.1737, 1.2523], [0.8429, 6.4208, 1.4635], [-1.8590, -1.4613, -2.7312], [2.0105, 0.4860, -0.0989], [3.8103, -2.3925, 2.5039], [6.2796, 0.0089, 2.5732], [1.1364, 1.4757, 2.0337], [-2.8422, -0.5435, -0.5943], [-6.4482, 0.6461, -0.5385], [2.6890, 2.7058, 3.1905], [2.4999, -1.3856, 3.1323], [4.1488, -0.9672, 6.1596], [1.1553, -1.6784, 0.1509], [-5.1374, -5.3549, -4.1475], [-4.8031, -2.1095, -2.3239], [2.6566, 2.5115, -0.8441], [3.6802, -1.2542, 0.3328], [-5.8230, -4.0251, -3.1920], [4.0414, 3.3263, 1.3575], [4.2937, 1.1137, 0.6077], [-3.3426, -2.1870, -0.1638], [-2.4613, -3.0562, -2.2826], [-5.2775, -0.6656, -0.3295], [4.1230, 6.6474, 0.6198], [-6.5969, -0.8244, -1.5164], [-5.1005, 1.4789, -2.2080], [-4.1650, -4.6114, -2.8628], [-3.6302, -1.6148, -4.9790], [1.3252, 3.2164, 0.0673]]}

=====

{"formula": "C3H5NO2", "method": "ωB97M-V/def2-TZVPD", "homo_ev": -10.65, "orbital_gap_ev": 11.505, "smiles": "[H]/N=C/OC(C)=O", "e_lumo_ev": 0.85, "largest_force_ha_per_bohr": 0.013, "de_lowest_kj_mol": 84.73, "elements": ["O", "O", "N", "C", "C", "C", "H", "H", "H", "H", "H"], "coordinates": [[-0.6170, -1.9704, -0.8663], [0.3088, -0.8831, 0.8694], [1.5810, 0.6381, -0.2642], [-0.5449, -0.9519, -0.2509], [-1.4075, 0.2620, -0.4382], [1.3291, -0.0042, 0.7927], [1.8664, 0.0275, 1.7446], [-0.8911, 1.1762, -0.1516], [-2.2980, 0.1437, 0.1876], [-1.7149, 0.3214, -1.4823], [2.3881, 1.2408, -0.1407]]}